105
Properties=species:S:1:pos:R:3:lowdin_charge:R:1 method="wB97M-V/def2-TZVPD" homo_lumo_gap_ev="8.01 / 7.95" multiplicity=4 e_above_lowest_kcal_mol=10.3 total_charge=+1
V 0.1150 -0.1596 0.0036 0.49
F 4.9316 -4.4524 -3.1754 0.16
C 4.3339 -3.6887 -2.2759 -0.13
C 5.0235 -3.2403 -1.1629 -0.12
F 6.2953 -3.5791 -0.9961 0.15
C 4.3832 -2.4445 -0.2271 -0.20
F 5.1361 -2.0507 0.8067 0.10
C 3.0468 -2.0729 -0.3313 -0.26
P 2.1397 -1.1776 1.0558 1.08
C 3.3784 0.1196 1.3810 -0.38
C 3.9881 0.3677 2.6010 -0.09
C 4.8585 1.4394 2.7347 -0.06
C 5.1119 2.2751 1.6560 -0.07
C 4.4977 2.0314 0.4347 -0.07
C 3.6361 0.9555 0.2979 -0.12
C 2.0961 -2.5665 2.2390 -0.35
C 0.8192 -2.9673 2.6313 -0.12
C 0.6474 -4.0753 3.4485 -0.07
C 1.7488 -4.7902 3.8942 -0.07
C 3.0251 -4.3918 3.5150 -0.06
C 3.2007 -3.2917 2.6873 -0.08
C 2.4051 -2.5010 -1.4910 -0.51
Br 0.6952 -1.8791 -1.9870 1.01
C 3.0167 -3.2994 -2.4437 -0.26
F 2.3722 -3.6764 -3.5451 0.09
H 3.7880 -0.2655 3.4541 0.10
H 5.3378 1.6222 3.6871 0.11
H 5.7857 3.1132 1.7663 0.11
H 4.6866 2.6772 -0.4124 0.11
H 3.1743 0.7761 -0.6710 0.10
H -0.0395 -2.3980 2.3013 0.06
H -0.3517 -4.3702 3.7435 0.11
H 1.6185 -5.6524 4.5340 0.11
H 3.8922 -4.9410 3.8555 0.11
H 4.2074 -3.0044 2.4229 0.10
N 1.0780 2.9223 -0.9426 0.12
C 0.6304 2.8562 0.3324 -0.69
N 0.5372 1.7501 1.0503 0.02
C 0.1621 2.0893 2.3605 -0.31
C -0.0415 3.4053 2.5733 -0.33
S 0.2351 4.3153 1.1468 1.11
C 0.0880 1.1494 3.4938 -0.35
C -0.7464 1.3594 4.5414 -0.40
S -0.3946 0.2500 5.8067 1.08
C 0.8668 -0.4179 4.8239 -0.68
N 0.9877 0.1111 3.6372 0.11
N 1.6793 -1.3889 5.3157 0.12
H 0.9308 3.7906 -1.4317 0.10
H 0.9896 2.1105 -1.5427 0.00
H -0.2634 3.8892 3.5067 0.09
H -1.5274 2.0919 4.6399 0.09
H 1.4197 -1.8633 6.1619 0.10
H 2.2215 -1.9205 4.6526 0.06
C 1.7933 1.0516 -5.7682 -0.34
As 0.7851 1.1929 -4.0995 1.04
C -0.6760 -0.0068 -4.6150 -0.34
C -0.1081 2.8887 -4.4980 -0.32
H 1.1250 1.1562 -6.6228 0.03
H 2.2876 0.0821 -5.8196 0.02
H 2.5555 1.8285 -5.8099 0.02
H -1.1759 0.3902 -5.4989 0.03
H -1.3975 -0.1070 -3.8053 -0.01
H -0.2667 -0.9887 -4.8551 0.01
H -0.5623 2.8480 -5.4884 0.03
H 0.6249 3.6962 -4.4779 0.02
H -0.8853 3.0904 -3.7611 -0.01
C -4.3020 5.2047 -5.0863 -0.04
C -3.8464 4.1863 -4.0795 -0.26
C -4.0414 2.8274 -4.2949 -0.02
C -3.6248 1.8873 -3.3616 -0.05
C -3.0056 2.3153 -2.1997 -0.29
C -2.8079 3.6704 -1.9555 -0.06
C -3.2279 4.5922 -2.8957 -0.03
S -2.4104 1.1299 -1.0483 0.49
O -2.5084 1.7384 0.2653 -0.31
O -3.1281 -0.1063 -1.2572 -0.30
O -0.9493 0.9411 -1.4208 -0.52
H -4.7258 4.7295 -5.9684 0.08
H -3.4704 5.8346 -5.4047 0.09
H -5.0618 5.8597 -4.6582 0.09
H -4.5303 2.4976 -5.2026 0.12
H -3.7852 0.8315 -3.5276 0.11
H -2.3484 3.9889 -1.0285 0.10
H -3.0829 5.6495 -2.7089 0.12
C -1.8075 -3.2096 -0.1005 -0.07
N -2.5138 -2.8197 1.0943 -0.15
C -3.2015 -3.8770 1.8138 -0.04
C -2.4275 -1.5494 1.5592 -0.42
N -1.3704 -0.8002 1.3404 0.05
N -3.4805 -1.1222 2.3187 -0.14
C -3.3294 0.0781 3.1222 -0.05
C -4.8391 -1.3207 1.8127 -0.03
H -2.3341 -4.0465 -0.5598 0.10
H -0.7755 -3.5179 0.1006 0.07
H -1.8224 -2.3809 -0.8035 0.04
H -2.5168 -4.7171 1.9513 0.09
H -4.0756 -4.2361 1.2659 0.09
H -3.5195 -3.5196 2.7887 0.09
H -1.6160 0.1435 1.6308 0.03
H -3.3129 0.9877 2.5106 0.09
H -2.4162 0.0169 3.7115 0.05
H -4.1752 0.1336 3.8057 0.10
H -4.8419 -2.0318 0.9944 0.09
H -5.2256 -0.3730 1.4312 0.10
H -5.4961 -1.6799 2.6061 0.09